This record from the OMol25 dataset describes a 2-piece molecular cluster, C3H11N2 overall. The level of theory is ωB97M-V/def2-TZVPD.

```
16
Properties=species:S:1:pos:R:3:forces:R:3
C 0.000603 2.195154 0.126626 1.05 -2.05 -0.85
N -1.012592 1.188482 -0.287950 -1.63 2.44 -0.65
H -0.541311 3.149905 0.196666 0.14 0.05 0.26
H 0.764526 2.138585 -0.649771 -0.12 0.75 -0.10
H 0.529928 1.853993 1.025185 -0.65 0.54 0.39
H -1.321633 1.312700 -1.269656 0.66 -0.37 -0.13
H -0.597413 -0.160548 -0.368814 1.02 -1.29 0.66
H -1.913293 1.314068 0.201820 0.25 -0.88 0.74
C 0.680597 -1.324222 1.136755 -0.58 0.35 0.50
C 0.299959 -1.895721 -1.197664 -1.29 0.46 -0.22
N 0.071278 -1.141713 -0.200537 0.44 -0.18 0.10
H 1.521088 -0.647777 1.262312 0.22 -0.22 -0.12
H -0.044737 -1.127167 1.913410 -0.44 0.42 0.08
H 0.896647 -2.378725 1.328662 0.40 0.01 -0.61
H -0.237424 -1.678935 -2.124329 0.42 -0.16 -0.09
H 0.903771 -2.798082 -1.092717 0.12 0.12 0.03
```
Positions in Å, forces in eV/Å.

Values from the calculation:
- <S²> = 0.76
- Kohn-Sham gap (spin up / spin down) (eV) = 12.9 / 7.5
- LUMO level (spin up / spin down) (eV) = -9.32 / -14.75
- 2S+1 = 2
- HOMO (spin up / spin down) (Ha) = -0.815 / -0.816
- total charge = +2



This record from the OMol25 dataset describes a 2-piece molecular cluster, C3H11N2O overall. The level of theory is ωB97M-V/def2-TZVPD.

```
17
Properties=species:S:1:pos:R:3:forces:R:3
C 1.690698 -0.929220 0.091237 0.20 -0.90 -2.09
C 1.636888 1.449749 -0.211050 1.16 0.67 -1.44
C -2.716035 -0.232378 0.445326 1.89 1.18 0.84
N -1.538575 -0.316913 -0.073987 1.57 0.04 -0.28
N 1.069339 0.319037 0.504543 0.14 -0.73 -1.58
O -3.775450 -0.502912 -0.226958 -1.62 -0.11 0.81
H 1.443441 -1.168418 -0.969161 -0.22 0.14 0.63
H 2.809203 -1.027867 0.065790 -0.99 0.37 0.95
H 1.113753 -1.539806 0.747990 0.63 -1.97 0.14
H 1.177491 1.431212 -1.217529 -0.06 0.28 0.50
H 1.436207 2.388467 0.275267 -0.21 0.30 0.12
H 2.755707 1.434266 -0.491004 -1.45 -0.48 1.12
H -2.851334 0.193559 1.490955 0.00 -0.74 -1.49
H -0.313356 -0.044833 0.116163 -0.56 0.84 1.76
H -1.493856 -0.577725 -1.049495 -0.61 -0.31 -0.32
H 1.197479 0.194447 1.487446 -0.02 1.58 0.95
H -3.641594 -1.070671 -0.985533 0.17 -0.16 -0.62
```
Positions in Å, forces in eV/Å.

Values from the calculation:
- Kohn-Sham gap (eV) = 11.3
- LUMO level (eV) = -3.32
- HOMO (Ha) = -0.536
- total charge = +1



This record from the OMol25 dataset describes a 2-piece molecular cluster, C3H11N2O overall. The level of theory is ωB97M-V/def2-TZVPD.

```
17
Properties=species:S:1:pos:R:3:forces:R:3
C 2.119180 -0.395950 -1.460332 0.19 -0.62 -0.39
C 0.602374 -0.522735 -1.388505 -0.03 0.36 0.92
N -0.988253 1.829027 0.952891 -0.08 0.23 0.51
C -0.448198 0.760009 0.406964 -0.41 0.37 0.06
N -0.040095 0.692660 -0.821150 0.64 -0.02 -0.57
H 2.554497 -1.384818 -1.332063 -0.06 -0.19 -0.07
H 2.439609 -0.080275 -2.445522 0.15 0.42 -0.04
H 2.587685 0.197694 -0.674805 -0.36 0.26 -0.08
H 0.112098 -0.719386 -2.337303 0.20 -0.07 -0.11
H 0.345313 -1.317981 -0.697746 -0.20 -0.19 0.00
H -1.138512 2.699905 0.460187 0.09 -0.14 0.03
H -1.251844 1.803833 1.934129 0.07 -0.01 -0.42
H -0.410183 -0.124796 1.026935 0.07 -0.30 0.03
H 0.051760 1.540358 -1.375867 -0.25 -0.13 0.13
H -0.717696 -2.524083 2.439001 -0.52 -0.14 -0.03
H -2.043791 -2.021679 1.699885 -0.01 -0.52 0.35
O -1.109086 -1.868643 1.852622 0.51 0.66 -0.33
```
Positions in Å, forces in eV/Å.

Values from the calculation:
- Kohn-Sham gap (eV) = 12.0
- LUMO level (eV) = -3.01
- HOMO (Ha) = -0.551
- total charge = +1